(1)
The following is a quantum chemistry calculation of the molecule C23H27N3O8S, from the OMol25 dataset.

Summary:
Highest occupied orbital energy: -7.70 eV
Relative energy (zero: lowest compared OMol25 entry of this formula, charge and spin): 0.403 eV
Kohn-Sham gap: 8.269 eV

CARTESIAN COORDINATES (ANGSTROEM)
C: 4.13140 -5.27622 -1.48020
C: 2.96439 -4.47655 -0.99041
C: 2.73356 -3.19588 -1.48690
C: 1.64770 -2.45553 -1.05632
C: 0.79164 -3.00597 -0.11926
S: -0.59510 -2.00182 0.35886
O: -0.11879 -0.78315 0.94293
O: -1.49338 -1.92688 -0.76964
N: -1.38761 -2.88019 1.56785
C: -2.74807 -3.24676 1.21738
C: -3.51291 -2.05018 0.65267
O: -4.40974 -2.11698 -0.14070
O: -3.09750 -0.90904 1.22481
C: -3.66260 0.31285 0.75567
C: -2.56497 1.28193 0.30604
O: -2.48948 2.39714 0.78540
N: -1.76257 0.79650 -0.66573
C: -0.47974 1.26487 -1.05362
O: 0.20883 0.55540 -1.74997
N: -0.19334 2.50028 -0.60128
C: 0.98395 3.23000 -0.77393
C: 2.05499 2.78405 -1.54449
C: 3.17203 3.58073 -1.69343
C: 3.25331 4.82259 -1.07783
C: 2.19497 5.25639 -0.27430
C: 1.06609 4.46352 -0.13705
O: 2.23135 6.45375 0.39662
C: 3.52229 7.01632 0.45967
C: 4.19951 6.93666 -0.90808
O: 4.37595 5.59052 -1.28445
C: -3.48560 -3.84499 2.43140
C: -2.67992 -5.00746 3.00845
C: -4.88262 -4.31812 2.03977
C: 0.99220 -4.27351 0.38631
C: 2.08351 -5.00514 -0.05302
H: 3.89205 -5.72572 -2.44393
H: 5.00328 -4.64113 -1.61709
H: 4.37857 -6.07440 -0.78533
H: 3.41032 -2.77856 -2.21730
H: 1.44405 -1.46359 -1.43004
H: -1.35394 -2.32889 2.41523
H: -2.69052 -3.99095 0.41642
H: -4.34476 0.09441 -0.07574
H: -4.21324 0.77315 1.58155
H: -1.88210 -0.18062 -0.94772
H: -0.89177 2.91451 0.01715
H: 2.00060 1.82402 -2.02722
H: 4.00480 3.25770 -2.29709
H: 0.25766 4.82467 0.47903
H: 3.39458 8.05127 0.78052
H: 4.13260 6.47395 1.19519
H: 5.19331 7.38646 -0.88584
H: 3.57534 7.45593 -1.64888
H: -3.56954 -3.05843 3.19042
H: -3.18289 -5.40689 3.88571
H: -2.58932 -5.80187 2.27151
H: -1.68299 -4.68459 3.29428
H: -5.40063 -4.70428 2.91438
H: -4.81740 -5.11069 1.29846
H: -5.47190 -3.50989 1.61740
H: 0.30340 -4.67285 1.11345
H: 2.25226 -5.99824 0.33698

(2)
The following is a quantum chemistry calculation of the molecule C23H27N5O2, from the OMol25 dataset.

Summary:
Highest occupied orbital energy: -7.74 eV
Relative energy (zero: lowest compared OMol25 entry of this formula, charge and spin): 17.229 eV
Kohn-Sham gap: 7.319 eV

CARTESIAN COORDINATES (ANGSTROEM)
C: 1.13370 2.81598 -4.90762
C: 0.55715 3.69734 -3.95302
C: -0.70422 3.19867 -3.22609
C: -0.51990 2.70695 -1.94868
C: 0.33513 1.39478 -2.12952
N: 0.32416 0.98079 -0.64161
C: 1.29957 1.16200 0.51111
N: 2.36106 2.06214 0.40426
C: 3.19286 1.96515 1.32545
C: 4.23642 2.85479 1.44498
C: 5.07780 2.72807 2.53769
C: 4.67069 2.28256 3.63378
C: 3.47266 1.46255 3.59161
C: 2.71098 1.42914 2.60273
N: 1.73795 0.45254 2.60006
C: 0.91978 0.43356 1.69302
C: -0.31040 -0.28160 1.07615
C: -1.05413 -1.09363 2.19555
O: -0.90902 -1.45944 3.20145
N: -2.29350 -1.59531 1.17213
C: -3.07650 -2.60057 2.00258
C: -2.68834 -4.05853 1.71014
C: -1.27260 -4.41500 2.06901
C: -0.52685 -4.26477 0.76994
C: -1.46085 -4.79735 0.01966
O: -2.93545 -4.14420 0.39007
C: -2.36270 -1.18737 -0.08888
C: -3.66436 -1.49617 -0.83013
N: -1.56791 -0.42967 -0.75300
C: -0.68996 0.26998 -0.08507
H: 1.24330 1.84544 -4.47191
H: 2.02810 3.24550 -5.19337
H: 0.54868 2.63006 -5.85318
H: 1.36488 3.79513 -3.15522
H: 0.34718 4.78142 -4.51000
H: -1.29191 4.15371 -3.19184
H: -1.11403 2.56915 -3.93939
H: -1.38878 2.43158 -1.46659
H: 0.07947 3.59580 -1.18871
H: 1.23658 1.64992 -2.25631
H: -0.29465 0.69096 -2.67600
H: 4.46651 3.42781 0.55372
H: 6.18088 3.29100 2.47681
H: 5.32183 2.21328 4.53457
H: 3.23104 0.92256 4.43880
H: -3.10090 -2.18058 2.95900
H: -4.24900 -2.32271 1.54484
H: -3.57158 -4.35826 2.29055
H: -1.39388 -5.40787 2.58955
H: -1.21155 -3.63969 2.95262
H: -0.17279 -3.23483 0.65337
H: 0.43481 -4.83591 1.08714
H: -1.40926 -5.96016 -0.34756
H: -1.27675 -4.28840 -1.11650
H: -4.62591 -1.09813 -0.44089
H: -3.63116 -2.66212 -0.80193
H: -3.74432 -1.32805 -1.85931

(3)
The following is a quantum chemistry calculation of a structure of composition C23H28B2CaF4N9O4Se, from the OMol25 dataset.

Summary:
Highest occupied orbital energy: -10.89 eV
Charge: +1
Relative energy (zero: lowest compared OMol25 entry of this formula, charge and spin): 1.097 eV
Kohn-Sham gap: 7.472 eV

CARTESIAN COORDINATES (ANGSTROEM)
Ca: -0.91372 1.12928 0.73238
C: 3.45136 -0.32430 2.24999
C: 2.02394 0.00318 1.98512
N: 1.53580 0.56970 0.94572
O: 2.43260 1.00243 -0.09640
B: 1.32088 1.77238 -1.25859
F: 2.16170 2.43576 -2.05493
F: 0.52586 2.56959 -0.43559
O: 0.65466 0.66398 -1.89272
N: -0.64551 0.36661 -1.46413
C: -1.17987 -0.62976 -2.04264
C: -0.47233 -1.51085 -3.02310
C: -2.61668 -1.02274 -1.59684
N: -3.38757 -0.14994 -0.65895
O: -2.17474 -0.58068 1.37519
B: -2.42388 0.15948 2.66760
F: -3.58804 -0.06261 3.30563
F: -2.33426 1.60521 2.30020
O: -1.23560 -0.11558 3.53312
N: -0.15287 0.16961 2.76292
C: 0.96836 -0.35815 3.02924
C: 1.26660 -1.24951 4.18417
C: -3.44860 -1.46599 -2.77975
H: 4.11535 0.41400 1.80834
H: 3.69314 -1.29587 1.81306
H: 3.63294 -0.37982 3.32231
H: 0.37277 -0.99539 -3.46660
H: -1.13535 -1.86100 -3.80960
H: -0.09915 -2.38575 -2.48219
H: 0.33526 -1.56034 4.64819
H: 1.86484 -0.72498 4.93243
H: 1.82419 -2.13085 3.86460
H: -3.36432 -0.75294 -3.60250
H: -4.48837 -1.52351 -2.46576
H: -3.13763 -2.44668 -3.13978
N: -4.63132 3.00352 -0.19808
C: -3.33758 3.30292 -0.24544
N: -2.64428 2.20249 -0.46182
C: -3.61078 1.22710 -0.53485
N: -4.83457 1.68726 -0.38623
C: -3.14787 -1.07142 0.46645
C: -4.36362 -1.66738 1.12409
N: -4.57587 -2.91712 1.15318
C: -3.70870 -3.79218 0.44753
C: -2.83031 -3.33810 -0.44326
N: -2.52373 -1.97891 -0.46417
H: -5.41550 3.61300 -0.02885
H: -2.94499 4.30094 -0.13212
H: -5.11116 -0.98788 1.52583
H: -3.87617 -4.84854 0.58913
H: -2.29903 -3.97632 -1.13732
C: 9.27833 -0.05270 0.72636
C: 7.83029 -0.07887 0.31002
C: 7.18739 -1.27353 0.01305
C: 5.84946 -1.31750 -0.35209
C: 5.22515 -2.65562 -0.67435
C: 5.14757 -0.10045 -0.44615
Se: 3.34134 -0.34758 -1.02397
C: 5.77270 1.12881 -0.20792
C: 5.11818 2.47583 -0.36249
C: 7.10602 1.09786 0.19278
H: 9.70624 -1.05382 0.74542
H: 9.38907 0.38217 1.72105
H: 9.86826 0.55524 0.03878
H: 7.74118 -2.20520 0.06708
H: 5.95252 -3.45394 -0.54162
H: 4.88323 -2.71681 -1.71032
H: 4.37053 -2.87254 -0.02945
H: 4.20395 2.44056 -0.93595
H: 5.80227 3.15073 -0.87755
H: 4.89619 2.92104 0.61040
H: 7.59923 2.04457 0.39419

(4)
The following is a quantum chemistry calculation of a structure of composition C23H28B2F4N4O4OsSeTe, from the OMol25 dataset.

Summary:
Highest occupied orbital energy (spin up / spin down): -13.90 / -14.63 eV
Charge: +2
⟨S²⟩: 6.039
Spin multiplicity: 5
Kohn-Sham gap (spin up / spin down): 7.452 / 6.320 eV

CARTESIAN COORDINATES (ANGSTROEM)
Os: -0.36367 0.53463 1.66502
C: 2.41701 -2.63729 2.48351
C: 1.23935 -1.74290 2.34945
N: 1.31832 -0.48151 2.06190
O: 2.47863 0.10154 1.68820
B: 2.20388 1.11006 0.58718
F: 1.09038 0.47443 -0.17974
F: 3.31617 1.28195 -0.12535
O: 1.63150 2.46118 0.95683
N: 0.28802 2.34932 1.12075
C: -0.54238 3.14873 0.52755
C: -0.13528 4.32204 -0.28308
C: -1.95572 2.67649 0.60687
N: -2.03021 1.47015 1.06630
O: -3.19167 0.79437 1.15192
B: -2.98834 -0.69496 0.80844
F: -2.05948 -0.71787 -0.26704
F: -4.18607 -1.22187 0.54811
O: -2.33874 -1.55301 1.92405
N: -1.01041 -1.34245 1.98547
C: -0.16719 -2.23563 2.40062
C: -0.55093 -3.60205 2.83678
C: -3.13186 3.46303 0.15508
H: 3.30119 -2.15247 2.07789
H: 2.24384 -3.58517 1.97568
H: 2.60127 -2.85847 3.53768
H: 0.93207 4.28318 -0.48428
H: -0.35304 5.25222 0.24773
H: -0.69451 4.34043 -1.21848
H: -1.60505 -3.77604 2.63917
H: -0.36826 -3.71558 3.90786
H: 0.04647 -4.35612 2.32439
H: -2.92023 4.52941 0.16270
H: -3.98573 3.24936 0.79589
H: -3.41482 3.16836 -0.85850
C: 1.35268 -3.47229 -7.87524
C: 1.04909 -2.98631 -6.50008
C: 1.52499 -3.67548 -5.37013
C: 1.23256 -3.26305 -4.09749
C: 1.73062 -4.01156 -2.89716
C: 0.41707 -2.09536 -3.94829
Se: -0.09415 -1.59227 -2.27107
C: -0.05158 -1.35585 -5.07942
C: -0.91146 -0.13621 -4.91521
C: 0.28076 -1.82107 -6.32307
H: 1.97969 -4.35965 -7.86823
H: 1.84899 -2.68940 -8.45280
H: 0.42261 -3.70302 -8.40057
H: 2.13692 -4.55734 -5.51270
H: 2.44945 -4.77407 -3.18693
H: 0.90482 -4.51108 -2.38352
H: 2.22224 -3.33970 -2.18889
H: -0.75096 0.35848 -3.95460
H: -1.96726 -0.40726 -4.98173
H: -0.70473 0.58770 -5.70113
H: -0.06148 -1.28151 -7.19838
Te: -1.39877 0.69789 4.08861
C: -0.60907 2.36354 4.99589
C: -0.73676 2.40561 6.38964
C: -0.25587 3.50547 7.07794
C: 0.32806 4.55735 6.38337
C: 0.44198 4.51840 4.99661
C: -0.02002 3.42079 4.29534
H: -1.20458 1.59191 6.93018
H: -0.33619 3.54321 8.15551
H: 0.69679 5.41713 6.92632
H: 0.89464 5.34642 4.46833
H: 0.07440 3.38112 3.22235

Number 1: E -2057.07234 Eh. Number 2: E -1316.36985 Eh. Number 3: E -5215.31444 Eh. Number 4: E -4622.10879 Eh.